Entry 1:
ORCA calculation (ωB97M-V/def2-TZVPD) on an isolated ion of composition C5H14N3 and charge +1 at a distorted geometry.

**E**: -9873.91230 eV
**SMILES**: [H]/N=C/NCCCC[NH3+]
**LUMO energy**: -3.7 eV
**Net charge**: +1
**Highest occupied orbital energy**: -11.917 eV

```
22
Properties=species:S:1:pos:R:3:forces:R:3
H -0.00451 -1.78630 2.12738 1.2113 1.5065 -0.6322
H 0.59955 -0.09830 2.46582 -0.9310 0.4353 0.9041
H 0.60571 0.24314 -0.68068 -2.8574 1.2432 0.5444
H -2.63245 0.84678 -0.91656 1.3212 -0.4457 -0.5863
H 1.92257 -1.49462 0.41065 1.7786 -2.4471 -1.3242
H 1.75370 1.14726 1.80857 0.8427 -0.0705 -0.8069
C -0.48610 0.65705 -0.29646 0.5945 -2.8612 -1.6210
H -1.31198 -1.25241 0.31015 -0.0047 0.0903 0.0838
H -2.13713 -1.21568 -1.95750 -0.0869 -0.6124 0.1168
H -0.33192 1.58195 0.17359 0.2531 1.5990 0.1835
C -0.93998 -0.32696 0.77270 3.1372 -1.3879 -0.0684
N -1.62639 -0.46375 -2.38911 1.0468 1.6171 2.2647
C 2.37988 0.43712 1.21121 1.9872 -2.3915 -0.3079
H -2.12255 -0.14666 -3.19481 -0.1396 -0.0219 -1.0443
H -0.64098 -0.72656 -2.55422 -0.6544 -0.0299 -0.3312
H 4.14309 1.24255 1.12479 0.4050 1.1504 0.5777
H -1.66525 0.02221 1.43080 -1.5305 0.8811 0.9203
N 1.62711 -0.71851 0.86537 -3.7999 3.7269 3.8145
H -1.49712 1.64837 -1.99408 0.2760 0.0394 -0.3327
C 0.31345 -0.76607 1.68934 0.2049 -1.7622 -2.4315
C -1.59314 0.76538 -1.37747 -0.6694 0.1567 0.5443
N 3.64441 0.40401 0.97050 -2.3849 -0.4156 -0.4675
```
Positions in Å, forces in eV/Å.

---

Entry 2:
ORCA calculation (ωB97M-V/def2-TZVPD) on a 2-piece molecular cluster, C5H14N3 overall at a distorted geometry.

**E**: -9873.71023 eV
**LUMO energy**: -3.4 eV
**Net charge**: +1
**Highest occupied orbital energy**: -11.616 eV

```
22
Properties=species:S:1:pos:R:3:forces:R:3
H -1.85402 -0.74863 -0.07048 0.1919 -0.3227 -0.1398
H -1.08079 -1.61932 -2.09219 -0.8416 -1.1955 0.9217
N -0.47665 -1.20975 2.03892 -0.5069 0.2509 1.1574
H -0.86998 -3.18717 -1.44301 -0.1983 0.3178 -0.0768
H 1.14836 3.97342 -0.08916 0.5168 -0.5336 -0.5098
C 0.84829 0.88862 -0.77561 -0.0375 -0.0379 -0.9459
H 2.45914 2.67708 -0.12049 0.0469 0.3331 -0.3051
H -0.39873 2.39388 -0.19612 -0.1855 -0.1341 -0.1889
C 0.09932 0.22755 -1.70514 1.4979 0.2662 0.7524
C 1.49483 2.98591 0.26941 0.0087 1.0448 0.1066
N -1.40631 -2.32234 -1.38437 0.3046 0.6715 0.6078
H -0.95293 0.50778 -1.75956 0.2350 -0.0279 -0.6097
H 1.88604 0.67641 -0.52761 0.0620 -0.5059 -0.7305
C -1.39428 -1.74299 -0.11600 0.6599 -0.1202 -0.2081
H -0.05412 -1.63731 2.87830 -0.2400 0.0555 -0.4224
H 0.18519 -0.50893 1.69758 0.0781 0.0796 -0.1850
H -1.30196 -0.70001 2.37623 0.1183 -0.0434 -0.0540
H -0.20864 -3.07732 1.08108 0.1413 -0.5113 0.0122
C -0.82273 -2.20881 1.02039 -0.0704 0.3490 -1.5062
H 1.62670 3.18936 1.31243 0.0650 -0.3374 0.9190
H 0.57407 -0.53944 -2.38753 -0.7325 1.0269 1.1156
N 0.49921 1.98200 -0.00705 -1.1137 -0.6253 0.2893
```
Positions in Å, forces in eV/Å.

---

Entry 3:
ORCA calculation (ωB97M-V/def2-TZVPD) on an isolated ion of composition C5H14N3 and charge +1 at a distorted geometry.

**E**: -9874.16844 eV
**SMILES**: [H]/N=C\NCC[C@H](C)[NH3+]
**LUMO energy**: -3.5 eV
**Net charge**: +1
**Highest occupied orbital energy**: -12.352 eV

```
22
Properties=species:S:1:pos:R:3:forces:R:3
H -2.16071 -0.54677 -2.42975 -0.0257 -0.2596 0.4993
H 0.74375 -2.31870 1.15001 0.0958 0.2641 -0.0292
C 0.74238 0.79508 2.14693 -0.1263 -0.7036 1.7249
N 0.30518 1.76970 2.78469 0.4749 1.6538 0.0876
H -1.29408 -0.84326 0.24692 -0.2650 -0.0573 -0.0135
N -1.64796 0.21309 -1.98173 1.1225 0.0694 -0.4519
H -2.22420 0.66609 -1.27471 0.0615 -0.1838 0.2050
H 1.69901 -0.98502 0.57498 -0.1706 0.1284 -0.0744
H 0.69031 1.55872 -0.33452 -1.1020 -0.6923 -0.0691
H 0.15824 -0.82298 -2.33072 0.5998 0.0412 0.2256
H 1.66396 1.01329 1.58734 -0.3847 -0.4590 -0.4383
C 0.69531 0.96986 -1.27206 2.1106 1.4836 1.3974
H 0.61164 1.74890 -2.02473 0.0881 -0.4997 -0.6201
H -0.42347 1.84251 3.47695 -0.3557 -0.9830 -0.1609
H 0.09381 -1.20107 2.88054 -0.1286 0.9548 0.5586
N 0.36270 -0.55880 2.15354 0.4353 -0.0137 -2.1323
C -0.37933 -1.15936 -0.23937 1.2013 -0.0686 0.3020
C -0.05475 -0.26880 -1.41722 -3.4255 0.4430 -0.8392
H -1.53348 0.88656 -2.74236 0.2089 0.1413 0.1786
H -0.47804 -2.14072 -0.69623 -0.3978 -0.2711 0.4314
H 1.73867 0.62816 -1.17712 0.0458 0.1725 -0.7181
C 0.69107 -1.24650 0.91861 -0.0625 -1.1604 -0.0636
```
Positions in Å, forces in eV/Å.

---

Entry 4:
ORCA calculation (ωB97M-V/def2-TZVPD) on a 2-piece molecular cluster, C5H14N3 overall.

**E**: -9875.83657 eV
**LUMO energy**: -3.0 eV
**Net charge**: +1
**Highest occupied orbital energy**: -11.935 eV

```
22
Properties=species:S:1:pos:R:3:forces:R:3
C 0.08231 -1.78108 0.87003 -0.0347 0.0134 0.1142
N -0.86166 -0.31086 -1.69273 0.0087 -0.1577 -0.1370
C 0.96385 -0.90135 1.37335 0.1677 0.0143 0.2675
H -0.94559 -1.79402 1.21062 -0.0929 -0.0470 0.0090
H -0.66459 2.66152 -0.53801 -0.0126 0.0374 0.0594
H -0.25353 0.20195 2.56514 0.1228 -0.0741 0.1923
H 1.41014 2.04681 1.81579 -0.0167 0.0602 -0.0396
H 0.45073 -2.63320 0.31950 -0.0259 -0.0074 -0.1004
H -0.18187 1.21856 0.28811 -0.0227 -0.0736 0.0359
C -1.21214 -1.05928 -2.90201 -0.1161 -0.0766 0.2094
H -0.49460 -0.82476 -0.87772 0.0624 -0.1063 -0.0233
N -0.60377 1.65845 -0.51856 0.0844 0.0851 -0.0701
H 2.00961 -0.97617 1.09381 0.0360 0.0529 -0.0258
C -0.93883 0.97443 -1.59613 -0.0755 0.1026 0.0949
C 1.60752 1.20869 2.48881 0.0214 -0.1635 0.2041
H -1.32038 1.53469 -2.43932 -0.0194 0.0446 -0.0723
H 2.62978 0.87953 2.32649 0.0771 -0.0232 -0.0203
H -1.81514 -1.92240 -2.62465 0.0457 0.0493 0.0035
H -0.31502 -1.39352 -3.41080 0.1068 -0.0385 -0.0425
H 1.53647 1.56385 3.51428 -0.0250 0.0283 -0.0073
N 0.71276 0.07704 2.29686 -0.2653 0.1939 -0.5723
H -1.79606 -0.42890 -3.56288 -0.0260 0.0862 -0.0793
```
Positions in Å, forces in eV/Å.